[1]
# C25H31N4O2PS3SbW

C25H31N4O2PS3SbW as an isolated structure (ωB97M-V/def2-TZVPD, the Open Molecules 2025 dataset).

Element x y z (Å)
1 W 0.176 0.603 0.130
2 C -0.795 2.523 -2.565
3 C 0.003 3.291 -1.556
4 C 0.212 4.649 -1.785
5 C 0.969 5.398 -0.918
6 C 1.556 4.757 0.167
7 C 1.322 3.414 0.369
8 N 0.520 2.686 -0.461
9 Sb 2.506 2.554 1.979
10 C 1.035 1.336 2.955
11 C 1.114 1.376 4.331
12 C 0.227 0.621 5.086
13 C -0.717 -0.111 4.412
14 C -0.779 -0.122 3.018
15 C -1.883 -0.918 2.392
16 N 0.121 0.584 2.280
17 C 3.184 0.995 0.663
18 C 4.509 0.624 0.599
19 C 4.936 -0.163 -0.469
20 C 4.053 -0.443 -1.491
21 C 2.734 -0.029 -1.392
22 C 1.748 -0.200 -2.508
23 N 2.298 0.598 -0.280
24 H -1.784 2.972 -2.684
25 H -0.928 1.482 -2.300
26 H -0.305 2.579 -3.538
27 H -0.229 5.098 -2.666
28 H 1.119 6.458 -1.087
29 H 2.196 5.301 0.850
30 H 1.861 1.998 4.808
31 H 0.263 0.628 6.168
32 H -1.447 -0.694 4.957
33 H -2.693 -1.030 3.112
34 H -1.539 -1.917 2.126
35 H -2.283 -0.453 1.500
36 H 5.200 0.943 1.368
37 H 5.959 -0.516 -0.518
38 H 4.372 -0.978 -2.375
39 H 1.885 -1.139 -3.039
40 H 1.860 0.624 -3.216
41 H 0.722 -0.187 -2.131
42 C -2.184 -5.660 0.685
43 C -1.037 -4.775 0.282
44 O -1.596 -3.485 -0.143
45 P -0.680 -2.381 -0.778
46 S -1.785 -0.776 -1.197
47 S 0.794 -1.862 0.470
48 O 0.009 -2.982 -2.065
49 C -0.710 -3.244 -3.316
50 C -1.485 -4.540 -3.274
51 H -1.790 -6.620 1.026
52 H -2.851 -5.841 -0.158
53 H -2.757 -5.212 1.496
54 H -0.473 -5.197 -0.548
55 H -0.356 -4.587 1.111
56 H 0.071 -3.273 -4.069
57 H -1.363 -2.396 -3.522
58 H -0.829 -5.385 -3.061
59 H -1.945 -4.704 -4.251
60 H -2.282 -4.502 -2.531
61 S -3.872 3.240 0.332
62 C -2.746 3.720 1.522
63 C -1.718 2.845 1.558
64 N -1.800 1.806 0.644
65 C -2.900 1.917 -0.065
66 H -2.905 4.591 2.141
67 H -0.885 2.907 2.238
68 H -3.198 1.203 -0.818

## Properties
- multiplicity = 2
- max |F| (hartree/bohr) = 0.0514
- net charge = +2
- orbital gap (spin up / spin down) (Eh) = 0.25400 / 0.23597

Löwdin population analysis, charges in e, atoms 1 to 6: 1.122 -0.029 -0.279 0.006 -0.010 -0.108

***

[2]
# C2H4N2

One molecule with the formula C2H4N2 (ωB97M-V/def2-TZVPD, the Open Molecules 2025 dataset).

Element x y z (Å)
1 C -0.468 -0.453 0.392
2 C 0.506 0.317 -0.455
3 N -0.085 -1.486 1.030
4 N 0.087 1.467 -0.759
5 H -1.476 -0.008 0.348
6 H 1.493 -0.100 -0.831
7 H -0.697 -1.803 1.767
8 H 0.641 2.066 -1.492

## Properties
- multiplicity = 1
- max |F| (hartree/bohr) = 0.0547
- structure (SMILES) = [H]/N=C/C=N/[H]
- orbital gap (Eh) = 0.38608

Löwdin population analysis, charges in e, atoms 1 to 6: -0.248 -0.261 0.088 0.050 0.107 0.123

***

[3]
# BF4H18O9

A 10-piece molecular cluster, BF4H18O9 overall (ωB97M-V/def2-TZVPD, the Open Molecules 2025 dataset).

Element x y z (Å)
1 B 0.399 0.190 0.204
2 F 0.309 -0.610 -0.928
3 F -0.927 0.229 0.774
4 F 1.249 -0.341 1.172
5 F 0.795 1.526 -0.073
6 O -0.365 3.105 2.213
7 H -0.503 2.545 2.984
8 H 0.207 2.580 1.634
9 O -3.743 0.799 0.853
10 H -2.949 0.320 0.582
11 H -4.040 0.337 1.642
12 O -0.662 -1.855 4.051
13 H -0.375 -1.457 3.215
14 H -1.523 -2.239 3.855
15 O -2.252 -2.110 0.610
16 H -1.649 -2.564 1.206
17 H -1.732 -1.344 0.290
18 O 0.823 -3.061 -3.430
19 H -0.031 -3.297 -3.055
20 H 0.815 -2.086 -3.456
21 O 3.049 2.790 -1.098
22 H 2.515 2.185 -0.554
23 H 3.957 2.498 -0.972
24 O 2.140 -3.084 1.371
25 H 1.192 -3.220 1.441
26 H 2.224 -2.228 0.934
27 O -0.644 3.596 -1.506
28 H -0.443 3.887 -2.401
29 H 0.023 2.924 -1.310
30 O 0.452 -0.155 -3.671
31 H 1.287 0.277 -3.882
32 H 0.402 -0.134 -2.695

## Properties
- multiplicity = 1
- max |F| (hartree/bohr) = 0.0301
- net charge = -1
- orbital gap (Eh) = 0.39570

Löwdin population analysis, charges in e, atoms 1 to 6: -1.186 0.140 0.064 0.134 0.089 -0.055

***

[4]
# C7H13NP2

One molecule with the formula C7H13NP2 (ωB97M-V/def2-TZVPD, the Open Molecules 2025 dataset).

Element x y z (Å)
1 C -0.169 1.315 -1.859
2 C 2.733 -2.421 -0.069
3 C -1.334 1.912 -1.177
4 C -1.234 1.383 0.275
5 C -1.561 -0.091 0.372
6 C 0.514 -1.376 -0.068
7 C -0.479 -0.967 0.976
8 N 1.511 -2.114 0.120
9 P 1.008 0.302 -1.153
10 P 0.366 -0.509 2.585
11 H 3.479 -1.761 -0.434
12 H 2.963 -3.528 0.047
13 H -1.310 3.086 -1.159
14 H -2.286 1.596 -1.512
15 H -0.269 1.753 0.860
16 H -1.984 1.847 0.785
17 H -2.574 -0.091 0.836
18 H -1.641 -0.716 -0.512
19 H -0.019 1.652 -2.897
20 H -0.921 -1.906 1.328
21 H 1.751 -0.051 -2.279
22 H 1.582 0.056 1.954
23 H 1.077 -1.760 2.733

## Properties
- multiplicity = 1
- max |F| (hartree/bohr) = 0.0713
- structure (SMILES) = C=NC1=[PH]=CCCC[C@@H]1P
- orbital gap (spin up / spin down) (Eh) = 0.24440 / 0.23871

Löwdin population analysis, charges in e, atoms 1 to 6: -0.419 -0.053 -0.284 -0.290 -0.261 -0.433

***

[5]
# C4H5NO2

One molecule with the formula C4H5NO2 (ωB97M-V/def2-TZVPD, the Open Molecules 2025 dataset).

Element x y z (Å)
1 C 0.474 -0.192 0.073
2 C -1.385 -0.554 0.035
3 C -0.752 1.691 0.041
4 C 1.480 -1.190 -0.055
5 N 0.459 1.006 0.027
6 O -1.996 -1.557 0.133
7 O -1.800 0.756 -0.042
8 H -0.930 2.310 0.823
9 H -0.746 2.221 -0.935
10 H 1.632 -1.565 -1.060
11 H 1.042 -2.053 0.485
12 H 2.521 -0.872 0.474

## Properties
- multiplicity = 1
- max |F| (hartree/bohr) = 0.1141
- structure (SMILES) = CC1=NCOC1=O
- orbital gap (Eh) = 0.36881

Löwdin population analysis, charges in e, atoms 1 to 6: -0.237 -0.304 -0.208 -0.052 0.083 0.129

***

[6]
# C34H59ClN2O2SiY

C34H59ClN2O2SiY as an isolated structure (ωB97M-V/def2-TZVPD, the Open Molecules 2025 dataset).

Element x y z (Å)
1 O 0.911 1.228 -1.874
2 O 2.160 -0.683 -5.231
3 C 0.353 2.387 -2.634
4 C 0.535 3.703 -1.920
5 H -0.705 2.140 -2.775
6 H 0.843 2.391 -3.617
7 H 0.060 3.724 -0.935
8 H 0.068 4.488 -2.525
9 H 1.591 3.973 -1.810
10 C 2.353 1.217 -1.623
11 C 3.128 1.655 -2.848
12 H 2.597 0.175 -1.350
13 H 2.545 1.855 -0.753
14 H 2.828 1.050 -3.719
15 H 4.200 1.499 -2.677
16 H 2.986 2.720 -3.067
17 C 2.743 -1.995 -5.367
18 C 2.339 0.159 -6.388
19 C 3.918 -2.224 -4.441
20 H 3.066 -2.153 -6.413
21 H 1.934 -2.711 -5.146
22 H 4.723 -1.493 -4.593
23 H 4.326 -3.213 -4.668
24 H 3.594 -2.218 -3.395
25 C 3.782 0.551 -6.649
26 H 1.712 1.039 -6.185
27 H 1.941 -0.362 -7.278
28 H 4.283 0.924 -5.750
29 H 3.777 1.350 -7.393
30 H 4.360 -0.276 -7.076
31 H 0.581 -0.265 -3.632
32 N 0.243 0.457 1.737
33 C -0.105 -0.260 2.821
34 C -0.367 -1.638 2.797
35 C -0.119 -2.551 1.762
36 C -0.169 0.409 4.177
37 H -0.694 1.373 4.137
38 H 0.832 0.574 4.606
39 H -0.719 -0.241 4.870
40 C -0.094 -4.016 2.084
41 H 0.847 -4.487 1.766
42 H -0.933 -4.540 1.604
43 H -0.190 -4.133 3.168
44 N 0.075 -2.168 0.491
45 C 0.916 1.711 1.929
46 C 0.196 2.920 1.825
47 C -1.287 2.921 1.641
48 C 0.889 4.127 1.884
49 H 0.328 5.060 1.768
50 C 2.267 4.148 2.111
51 H 2.799 5.102 2.149
52 C 2.952 2.951 2.310
53 H 4.025 2.958 2.536
54 C 2.294 1.728 2.239
55 C 3.038 0.457 2.500
56 C 0.436 -3.117 -0.535
57 C -0.572 -3.751 -1.298
58 C -2.026 -3.463 -1.056
59 C -0.187 -4.599 -2.337
60 H -0.964 -5.084 -2.933
61 C 1.164 -4.829 -2.600
62 H 1.453 -5.496 -3.413
63 C 2.149 -4.232 -1.814
64 H 3.210 -4.434 -1.992
65 C 1.803 -3.386 -0.765
66 C 2.859 -2.723 0.066
67 Y -0.260 -0.186 -0.511
68 H -1.566 2.871 0.579
69 H -1.698 3.863 2.030
70 H -1.789 2.102 2.167
71 H 2.765 -0.349 1.810
72 H 2.884 0.086 3.523
73 H 4.114 0.645 2.385
74 H -2.627 -4.312 -1.419
75 H -2.377 -2.577 -1.615
76 H -2.275 -3.313 0.004
77 H 2.600 -2.680 1.135
78 H 3.072 -1.696 -0.280
79 H 3.800 -3.285 -0.020
80 H -0.716 -2.073 3.729
81 C -0.269 -0.983 -3.494
82 Si -1.203 -1.382 -5.124
83 H 0.159 -1.912 -3.085
84 H -1.035 -0.547 -2.798
85 C -1.509 0.180 -6.125
86 C -2.807 -2.238 -4.625
87 C -0.383 -2.564 -6.347
88 H -1.073 -2.745 -7.188
89 H -0.152 -3.538 -5.895
90 H 0.543 -2.156 -6.776
91 H -2.177 0.872 -5.598
92 H -1.971 -0.057 -7.097
93 H -0.564 0.704 -6.332
94 H -3.275 -1.764 -3.752
95 H -2.624 -3.296 -4.382
96 H -3.532 -2.211 -5.452
97 Cl -2.934 -0.248 0.465
98 C -2.445 0.467 -1.084
99 H -3.018 -0.005 -1.892
100 H -2.606 1.553 -1.041

## Properties
- multiplicity = 1
- max |F| (hartree/bohr) = 0.0232
- net charge = +1
- orbital gap (Eh) = 0.30525

Löwdin population analysis, charges in e, atoms 1 to 6: -0.373 -0.239 -0.190 -0.042 0.118 0.118

***

- What is the max |F| in the second record?
  0.0547 hartree/bohr

***

- Which of these has the highest max |F|?
  C4H5NO2

***

- Look up the max |F| of the sixth one.
  0.0232 hartree/bohr